{
  "formula": "C6H8N2O",
  "method": "ωB97M-V/def2-TZVPD",
  "energy_ev": -11368.7347,
  "lumo_ev": -0.18,
  "mol_weight_g_mol": 124.143,
  "symbols": ["C", "C", "C", "C", "C", "C", "H", "H", "H", "H", "H", "H", "H", "H", "N", "N", "O"],
  "coordinates": [[1.684, 0.355, 0.551], [0.099, 0.101, 0.527], [-0.386, 0.129, -0.734], [-0.222, -1.883, 0.096], [-0.523, 1.426, 0.978], [-0.637, 2.651, 1.284], [1.925, 0.783, 1.613], [1.991, 1.217, -0.242], [2.376, -0.557, 0.445], [-0.087, 1.051, -1.492], [-1.664, 0.202, -0.848], [-1.903, -1.916, -1.321], [-0.571, -3.045, -0.070], [-1.297, 3.678, 1.219], [0.332, -1.309, -1.145], [-0.254, -1.141, 1.213], [-0.863, -1.741, -2.074]],
  "forces_ev_per_a": [[1.422, 1.779, 0.858], [3.066, 4.995, 6.377], [-2.203, 0.563, -9.224], [0.693, -2.511, 2.150], [0.828, 3.797, 2.774], [-2.543, -1.587, -1.840], [-0.400, -0.728, -1.999], [-0.804, -2.213, 1.891], [-1.485, 1.174, -0.197], [-0.210, -2.647, 2.155], [3.722, -1.014, 0.483], [4.721, 0.899, -3.286], [1.167, 3.002, 1.013], [2.393, -3.140, 0.458], [-7.363, 1.130, 0.168], [-0.530, -2.156, -4.647], [-2.473, -1.343, 2.866]]
}

---

{
  "formula": "C6H8N2O2",
  "method": "ωB97M-V/def2-TZVPD",
  "energy_ev": -13420.7798,
  "lumo_ev": [-2.91, -3.30],
  "mol_weight_g_mol": 140.142,
  "symbols": ["C", "C", "C", "C", "C", "C", "N", "N", "O", "O", "H", "H", "H", "H", "H", "H", "H", "H"],
  "coordinates": [[-2.407, 1.224, -0.870], [-2.851, -0.404, 0.289], [-3.692, 0.858, -0.073], [0.978, -0.412, 0.918], [1.384, -1.783, 1.105], [1.431, -1.188, -0.407], [-1.890, 0.010, -0.540], [0.382, -1.446, -1.225], [-2.020, 2.213, -1.414], [-3.049, -1.270, 1.110], [-3.975, 1.445, 0.820], [-4.734, 0.779, -0.537], [-0.019, -0.114, 1.003], [1.810, 0.311, 1.121], [2.361, -1.941, 1.398], [0.787, -2.684, 1.366], [2.312, -0.852, -0.965], [-0.616, -1.192, -0.871]],
  "forces_ev_per_a": [[-2.362, 0.089, 1.191], [-3.125, 1.673, 0.405], [-2.511, 0.502, 0.762], [2.972, -0.482, 1.200], [-1.657, 0.106, 0.071], [-3.295, -0.107, -2.889], [4.565, -2.211, -1.121], [1.624, 1.095, 1.244], [0.625, 0.068, -0.561], [0.969, -0.472, -0.455], [0.741, 0.160, -0.198], [1.693, -0.371, -0.124], [-1.387, 0.458, -0.390], [-1.127, -0.478, -0.122], [2.142, -0.150, 0.426], [-0.210, 1.161, -0.805], [0.296, -0.693, 0.895], [0.046, -0.346, 0.471]]
}